# 1
C42H31ClF6N8O9PS2Ta as an isolated structure at a distorted geometry. Source: the Open Molecules 2025 dataset; level of theory: the ωB97M-V functional and the def2-TZVPD basis.

XYZ file:
```
101
Properties=species:S:1:pos:R:3:lowdin_charge:R:1
Ta -0.2963 -0.5338 -0.0114 1.98
O -2.6179 -2.3705 2.9341 0.13
C -1.6983 -2.0592 2.2157 -0.46
N -1.8354 -1.5264 0.9482 -0.13
C -3.1505 -1.7503 0.3548 -0.14
C -2.9494 -2.0246 -1.0909 -0.24
C -3.9146 -2.6015 -1.9013 0.03
C -3.6046 -2.8633 -3.2207 0.00
C -2.3296 -2.5529 -3.6829 0.00
C -1.4339 -1.9638 -2.8233 -0.10
N -1.7448 -1.6769 -1.5409 -0.02
C -0.2763 -2.3247 2.5866 -0.20
C 0.0315 -3.0106 3.7416 0.05
C 1.3594 -3.3244 3.9902 0.01
C 2.3129 -2.9500 3.0594 0.00
C 1.9188 -2.2527 1.9321 -0.12
N 0.6445 -1.9304 1.6950 -0.02
H -3.6445 -2.5836 0.8561 0.15
H -3.8167 -0.8905 0.4536 0.11
H -4.8829 -2.8478 -1.4869 0.14
H -4.3347 -3.3145 -3.8791 0.13
H -2.0327 -2.7578 -4.7012 0.13
H -0.4412 -1.6973 -3.1542 0.12
H -0.7735 -3.2904 4.4067 0.14
H 1.6409 -3.8597 4.8868 0.13
H 3.3593 -3.1811 3.2001 0.13
H 2.6519 -1.9411 1.2038 0.09
O -3.0051 2.5255 -4.3886 0.16
C -3.5603 2.8908 -3.2418 -0.48
O -4.4754 3.6573 -3.1903 0.12
C -3.1170 2.1787 -1.9859 -0.01
C -3.7738 2.2881 -0.7657 -0.54
Cl -5.2494 3.0316 -0.4544 0.94
N -3.1005 1.5841 0.1795 0.00
N -2.0498 0.9364 -0.4082 0.04
C -2.0690 1.3137 -1.6946 -0.12
C -0.9665 0.8042 -2.5385 -0.48
O -0.8827 0.9558 -3.7283 0.16
O -0.0609 0.1328 -1.8408 -0.32
C -3.4992 1.6701 1.5802 -0.21
C -3.6928 2.9644 2.0577 -0.08
C -4.3337 3.1664 3.2644 -0.04
C -4.7659 2.0794 4.0127 -0.04
C -4.5278 0.7955 3.5557 -0.04
C -3.9014 0.5810 2.3344 -0.02
H -2.2558 1.9058 -4.2778 0.07
H -3.3693 3.8081 1.4673 0.11
H -4.4986 4.1750 3.6177 0.12
H -5.2824 2.2355 4.9502 0.12
H -4.8433 -0.0616 4.1352 0.12
H -3.7647 -0.4357 2.0157 0.06
N 2.8515 -1.6468 -1.2085 -0.10
P 2.3967 -0.0593 -0.8044 1.06
C 3.8313 0.5782 0.0796 -0.34
C 3.8840 0.5538 1.4719 -0.10
C 5.0098 1.0148 2.1347 -0.04
C 6.0903 1.4995 1.4115 -0.04
C 6.0461 1.5244 0.0237 -0.05
C 4.9204 1.0732 -0.6457 -0.07
C 2.4533 0.7681 -2.4221 -0.36
C 2.4337 2.1587 -2.5028 -0.09
C 2.4586 2.7905 -3.7345 -0.04
C 2.5042 2.0395 -4.9017 -0.04
C 2.5269 0.6563 -4.8291 -0.05
C 2.4978 0.0201 -3.5958 -0.08
C 1.9799 -2.6943 -1.2724 -0.37
C 2.4515 -3.9350 -1.7418 0.02
C 1.6553 -5.0407 -1.6539 -0.01
C 0.3845 -4.9084 -1.0805 -0.02
C -0.0283 -3.6672 -0.7023 -0.12
N 0.7187 -2.5313 -0.8373 -0.01
H 3.7884 -1.8271 -1.5430 0.14
H 3.0487 0.1978 2.0543 0.05
H 5.0362 1.0046 3.2162 0.12
H 6.9671 1.8642 1.9297 0.12
H 6.8870 1.9051 -0.5399 0.12
H 4.8905 1.1151 -1.7262 0.11
H 2.4165 2.7544 -1.6061 0.08
H 2.4489 3.8714 -3.7819 0.12
H 2.5263 2.5333 -5.8636 0.12
H 2.5671 0.0653 -5.7342 0.12
H 2.5018 -1.0614 -3.5696 0.10
H 3.4549 -3.9910 -2.1423 0.13
H 2.0103 -6.0013 -2.0025 0.13
H -0.2692 -5.7564 -0.9408 0.12
H -1.0020 -3.5365 -0.2608 0.11
F 1.4892 4.6833 -0.5473 0.17
C 1.8276 4.1223 0.6048 -0.69
F 3.0011 3.5201 0.4858 0.16
F 1.8730 5.0243 1.5589 0.20
S 0.5046 2.8999 1.0336 0.68
O 0.5047 1.8411 0.0063 -0.44
O -0.6995 3.6512 1.1366 -0.22
N 1.1320 2.3423 2.3789 -0.25
S 0.5740 1.0224 2.9614 0.69
O -0.3632 0.3894 1.9747 -0.46
O 1.5687 0.1681 3.5147 -0.23
C -0.5310 1.4171 4.3975 -0.67
F 0.2349 1.6593 5.4406 0.19
F -1.2651 2.4712 4.1178 0.19
F -1.2853 0.3536 4.6301 0.17
```

## Properties
molar mass: 1217.3 g mol⁻¹
charge: +2
DFT total energy: -4988.1615 Ha
energy above the lowest of the compared OMol25 structures with the same formula, charge and spin: 11.7 kcal per mole
highest occupied orbital energy: -14.03 eV
spin multiplicity: 1
LUMO level: -6.66 eV

---

# 2
C42H31IrN7O5PSSe as an isolated structure at a distorted geometry. Source: the Open Molecules 2025 dataset; level of theory: the ωB97M-V functional and the def2-TZVPD basis.

XYZ file:
```
89
Properties=species:S:1:pos:R:3:mulliken_spin:R:1
Ir -0.6971 -0.5181 1.1254 -0.03
Se -2.2980 6.2844 4.2348 0.00
N -3.2703 5.1464 3.2777 0.00
C -2.5564 4.0638 3.1339 0.00
C -3.0185 2.8862 2.4070 -0.03
C -4.2913 2.7848 1.8531 0.00
C -4.6154 1.6394 1.1587 0.00
C -3.6675 0.6333 1.0333 0.00
N -2.4579 0.7012 1.5817 0.03
C -2.1351 1.8205 2.2569 0.03
C -0.8168 1.8541 2.8516 -0.01
N -0.1021 0.7286 2.6893 0.00
C 0.9906 0.5612 3.4283 0.00
C 1.4697 1.5551 4.2751 0.00
C 0.7997 2.7564 4.3582 0.00
C -0.3931 2.9032 3.6532 0.00
C -1.2553 4.0746 3.7501 0.00
N -0.9278 5.1623 4.3915 0.00
H -4.9829 3.6097 1.9558 0.00
H -5.5841 1.5124 0.6978 0.00
H -3.9013 -0.2715 0.5057 0.00
H 1.5114 -0.3805 3.3510 0.00
H 2.3678 1.3694 4.8457 0.00
H 1.1549 3.5682 4.9785 0.00
O -0.5961 3.9325 0.5973 0.22
S -1.6423 3.5923 -0.3554 0.40
O -2.8078 4.4536 -0.4844 0.26
O -0.9218 0.8226 -0.5297 0.02
C -0.8773 3.5434 -1.9851 0.12
C -0.5223 4.7846 -2.4941 0.02
C 0.0422 4.8598 -3.7556 0.01
C 0.2448 3.7012 -4.4903 0.00
C -0.1035 2.4691 -3.9628 0.00
C -0.6852 2.3634 -2.6981 -0.06
P -1.0529 0.7036 -2.0437 0.03
C 0.1565 -0.3235 -2.8566 0.00
C 1.4938 -0.2017 -2.4782 0.00
C 2.4664 -0.8805 -3.1912 0.00
C 2.1104 -1.6964 -4.2580 0.00
C 0.7804 -1.8307 -4.6227 0.00
C -0.2007 -1.1400 -3.9269 0.00
C -2.6754 0.2538 -2.6803 0.00
C -3.5159 -0.6194 -1.9974 -0.01
C -4.7679 -0.9267 -2.5053 0.00
C -5.1893 -0.3732 -3.7058 0.00
C -4.3506 0.4838 -4.4038 0.00
C -3.1020 0.8015 -3.8928 0.00
H -0.6927 5.6778 -1.9077 0.00
H 0.3289 5.8212 -4.1593 0.00
H 0.6905 3.7528 -5.4744 0.00
H 0.0975 1.5722 -4.5368 0.00
H 1.7690 0.4293 -1.6411 0.00
H 3.5060 -0.7864 -2.9110 0.00
H 2.8742 -2.2439 -4.7923 0.00
H 0.5032 -2.4771 -5.4443 0.00
H -1.2403 -1.2485 -4.2100 0.00
H -3.1604 -1.1103 -1.1030 0.00
H -5.4086 -1.6152 -1.9696 0.00
H -6.1663 -0.6163 -4.1017 0.00
H -4.6694 0.9133 -5.3438 0.00
H -2.4719 1.4878 -4.4407 0.00
N -1.1470 -1.8858 -0.3122 0.00
C -0.6043 -2.8862 -0.6283 0.00
N -0.1070 -3.9765 -1.0085 0.00
C 1.1512 -4.0399 -1.4324 0.00
N 2.2409 -4.1493 -1.8002 0.00
C 5.9283 -4.9880 3.0316 0.00
C 4.7142 -4.1756 2.6916 0.00
C 3.5115 -4.3684 3.3523 0.00
C 2.3691 -3.6417 3.0474 0.00
C 1.1242 -4.0052 3.8141 0.00
C 2.4489 -2.6673 2.0229 0.00
C 3.6700 -2.4573 1.3338 0.00
C 3.8291 -1.4935 0.1948 0.00
C 4.7695 -3.2151 1.6881 0.00
C 1.2707 -1.8926 1.6577 0.00
O 0.1048 -2.0742 2.1997 0.00
O 1.2352 -0.9511 0.7849 0.00
H 5.7479 -5.6394 3.8843 0.00
H 6.7744 -4.3399 3.2627 0.00
H 6.2173 -5.6087 2.1818 0.00
H 3.4542 -5.1160 4.1343 0.00
H 1.4062 -4.4985 4.7426 0.00
H 0.5235 -4.7084 3.2325 0.00
H 0.4873 -3.1590 4.0425 0.00
H 3.1789 -1.7872 -0.6259 0.00
H 4.8590 -1.5165 -0.1574 0.00
H 3.5763 -0.4707 0.4742 0.00
H 5.6995 -3.0632 1.1533 0.00
```

## Properties
molar mass: 1048.0 g mol⁻¹
charge: +1
DFT total energy: -5623.7596 Ha
energy above the lowest of the compared OMol25 structures with the same formula, charge and spin: 21.3 kcal per mole
highest occupied orbital energy (alpha / beta): -11.02 / -11.02 eV
spin multiplicity: 2
LUMO level (alpha / beta): -3.41 / -4.35 eV